Arrangement one

Computed, not measured: one molecule with the formula C5H7N3, with ωB97M-V/def2-TZVPD.

Results
LUMO level   -0.144 eV
HOMO-LUMO gap   8.109 eV
HOMO energy   -8.25 eV
Structure (SMILES)   C/N=N/c1ccc[nH]1

Each line ends with the Löwdin charge.
Positions of all 15 atoms, in Å:
1 N 0.0071 0.9694 -1.2853  -0.159
2 N -0.4260 -0.2489 -1.2435  0.121
3 N 0.0445 0.2259 1.1209  0.013
4 C -0.2082 -0.6484 0.1442  -0.397
5 C -0.1692 -1.9414 0.6540  -0.049
6 C -0.0443 1.7853 -2.3826  -0.185
7 C 0.2600 -0.4522 2.4018  -0.068
8 C 0.2646 -1.8197 2.0566  -0.098
9 H -1.2120 2.1974 -2.5514  0.130
10 H 0.3936 2.8488 -2.2649  0.083
11 H 0.2325 1.0689 -3.3530  0.130
12 H 0.2717 -2.5926 2.7486  0.055
13 H 0.3131 1.2321 0.8487  0.166
14 H 0.7233 0.2200 3.1911  0.117
15 H -0.4505 -2.8446 -0.0852  0.142


Arrangement two

Computed, not measured: C5H7N3 as an isolated structure, with ωB97M-V/def2-TZVPD.

Results
LUMO level   0.723 eV
HOMO-LUMO gap   8.823 eV
HOMO energy   -8.10 eV

Each line ends with the Löwdin charge.
Positions of all 15 atoms, in Å:
1 N 1.0438 0.9060 -0.2120  -0.220
2 N 2.4690 0.9893 -0.1502  -0.054
3 N -1.8639 -0.9103 -0.8422  0.020
4 C 0.3908 0.8356 1.0203  -0.018
5 C 0.5342 0.0307 -1.2514  -0.004
6 C -2.1835 -0.5026 0.6403  -0.142
7 C -0.4509 -0.4144 -0.5298  -0.305
8 C -0.8339 0.2048 0.7033  -0.143
9 H 3.0614 -0.0030 0.3952  0.186
10 H 0.9233 1.1307 1.8973  0.101
11 H -2.1649 -1.9629 -0.8759  0.125
12 H 3.0948 1.1263 -1.0422  0.103
13 H -2.8557 0.3123 0.9294  0.096
14 H -2.0878 -1.3961 1.4679  0.153
15 H 0.9234 -0.3464 -2.1499  0.103


arrangement one comes first in stability; the runner-up is 321.6 kJ/mol higher.


Arrangement one

Computed, not measured: a 2-piece molecular cluster, C3HF3O2 overall, with ωB97M-V/def2-TZVPD.

Results
LUMO level   0.032 eV
HOMO-LUMO gap   9.323 eV
HOMO energy   -9.29 eV
Structure (SMILES)   O=C(F)F.O=C=CF

Each line ends with the Löwdin charge.
Positions of all 9 atoms, in Å:
1 F -2.7246 0.4526 1.0850  0.170
2 F -2.6809 0.1818 -1.0744  0.182
3 F 3.2300 -0.4060 0.0926  -0.005
4 O 0.2330 -1.7533 0.2579  0.184
5 O -0.9192 0.9910 -0.0390  0.223
6 C -2.0271 0.6697 -0.0314  -0.550
7 C 1.0646 -0.9642 -0.0017  -0.128
8 C 1.9853 -0.0670 -0.2768  -0.153
9 H 1.8389 0.8954 -0.0123  0.077


Arrangement two

Computed, not measured: a 2-piece molecular cluster, C3HF3O2 overall, with ωB97M-V/def2-TZVPD.

Results
LUMO level   0.067 eV
HOMO-LUMO gap   9.266 eV
HOMO energy   -9.20 eV
Structure (SMILES)   O=C(F)F.O=C=CF

Each line ends with the Löwdin charge.
Positions of all 9 atoms, in Å:
1 F -2.4261 -1.1579 0.3229  0.133
2 F 2.3351 -1.3953 -0.2281  -0.016
3 F -2.6974 0.9311 0.3289  0.227
4 O 1.0954 1.7216 0.4892  0.193
5 O -0.7590 0.0213 1.0495  0.215
6 C 1.3561 0.7512 -0.0870  -0.183
7 C -1.8389 0.0207 0.6323  -0.552
8 C 1.7073 -0.3092 -0.7752  -0.144
9 H 1.2275 -0.5836 -1.7325  0.127


arrangement two comes first in stability; the runner-up is 10.9 kJ/mol higher.


Arrangement one

Computed, not measured: a 2-piece molecular cluster, C5H7N3O2 overall, with ωB97M-V/def2-TZVPD.

Results
LUMO level   0.568 eV
HOMO-LUMO gap   7.560 eV
HOMO energy   -6.99 eV

Each line ends with the Löwdin charge.
Positions of all 17 atoms, in Å:
1 O 3.3212 1.5225 2.5895  0.219
2 O 2.4660 -0.3926 1.6810  0.201
3 N 0.8063 1.6543 -2.2483  0.041
4 N 0.0881 -1.5756 -0.3566  0.107
5 N 0.2626 1.1458 -0.1146  0.004
6 C 2.8626 0.5547 2.1878  -0.444
7 C -0.8852 -0.3328 1.4167  -0.139
8 C -0.5545 -1.4661 0.7851  -0.245
9 C -0.4538 0.9503 0.9400  -0.153
10 C 1.1032 1.2699 -0.9876  -0.271
11 H -0.8715 1.9033 1.4837  0.144
12 H 1.6709 1.5909 -2.8161  0.084
13 H 0.6231 -2.3725 -0.5727  0.091
14 H -0.9023 -2.4274 1.2566  0.132
15 H -1.6227 -0.1976 2.1991  0.089
16 H 0.6271 -0.7417 -0.5945  0.056
17 H -0.0385 1.4951 -2.7782  0.084


Arrangement two

Computed, not measured: a 2-piece molecular cluster, C5H7N3O2 overall, with ωB97M-V/def2-TZVPD.

Results
LUMO level   0.441 eV
HOMO-LUMO gap   9.956 eV
HOMO energy   -9.52 eV
Structure (SMILES)   N#Cc1coc(CN)n1.O

Each line ends with the Löwdin charge.
Positions of all 17 atoms, in Å:
1 O 1.5172 -0.4801 0.2496  0.089
2 O -3.1532 -2.3873 -1.6350  -0.218
3 N -0.4574 0.3949 -0.1865  0.191
4 N 2.5040 2.1145 0.9610  0.005
5 N -2.9243 -1.7468 0.7621  0.141
6 C 0.6293 -1.4877 0.3290  -0.019
7 C 0.7993 0.6369 0.0001  -0.331
8 C -0.6004 -0.9622 0.0642  -0.254
9 C -1.8771 -1.6229 0.1975  -0.115
10 C 1.5150 1.9442 -0.0956  -0.193
11 H 2.9846 3.0024 0.8404  0.073
12 H 2.0536 2.1522 1.8713  0.078
13 H 0.7410 2.7239 -0.0791  0.120
14 H 0.9990 -2.4739 0.5901  0.144
15 H -2.9710 -1.5679 -2.1354  0.026
16 H -3.7688 -2.2307 -0.6544  0.133
17 H 2.0092 1.9907 -1.0795  0.130


Arrangement three

Computed, not measured: one molecule with the formula C5H7N3O2, with ωB97M-V/def2-TZVPD.

Results
LUMO level   -0.375 eV
HOMO-LUMO gap   8.104 eV
HOMO energy   -8.48 eV

Each line ends with the Löwdin charge.
Positions of all 17 atoms, in Å:
1 O -0.2546 1.3295 1.0193  -0.078
2 O 2.1802 -0.3699 -2.2100  0.115
3 N 2.3975 0.7061 0.1346  0.139
4 N -0.1292 -0.4395 -1.9751  0.052
5 N 1.2340 0.9970 -0.6915  -0.071
6 C 1.1714 0.1417 -1.7539  -0.426
7 C -1.0013 -1.0535 -1.2566  -0.028
8 C -1.3806 0.4930 0.9592  -0.209
9 C -1.0372 -0.8418 0.2074  -0.192
10 C 0.0763 1.5425 -0.2727  -0.018
11 H 3.0400 0.2150 -0.3953  0.040
12 H -2.4199 0.9011 0.6331  0.156
13 H -1.7235 -1.5476 0.6064  0.079
14 H 2.1252 -0.0008 0.8235  0.093
15 H -1.7342 0.2700 1.9550  0.111
16 H -0.0255 -1.1687 0.5075  0.120
17 H -0.0746 -0.7548 -2.9132  0.117


arrangement one comes first in stability; the runner-up is 59.3 kJ/mol higher.